DFT (wB97M-V/def2-TZVPD) results for C34H40IN6O3PbSSe2 as an isolated structure.

Geometry as XYZ:
```
88
Properties=species:S:1:pos:R:3:mulliken_charge:R:1
Pb 1.467 0.034 -0.092 1.19
O 3.061 -2.863 2.599 -0.57
C 2.910 -1.828 1.999 -0.02
N 2.774 -1.647 0.645 0.13
C 2.899 -2.649 -0.301 -0.40
O 2.554 -3.808 -0.216 -0.66
C 3.482 -2.085 -1.566 1.12
C 4.446 -2.760 -2.292 -0.83
C 4.998 -2.130 -3.399 -0.53
C 4.531 -0.874 -3.758 -0.73
C 3.545 -0.283 -2.986 -0.57
N 3.039 -0.867 -1.898 0.54
C 2.955 -0.493 2.723 0.31
C 3.449 -0.430 4.016 -0.65
C 3.552 0.806 4.634 -0.41
C 3.168 1.943 3.933 -0.76
C 2.675 1.791 2.650 -0.46
N 2.559 0.599 2.060 -0.04
H 4.767 -3.741 -1.968 0.56
H 5.784 -2.613 -3.965 0.52
H 4.927 -0.352 -4.618 0.48
H 3.145 0.693 -3.237 0.36
H 3.756 -1.345 4.504 0.57
H 3.942 0.888 5.640 0.49
H 3.267 2.928 4.368 0.48
H 2.390 2.649 2.049 0.60
C -2.784 -0.528 -4.111 -1.06
Se -1.205 0.412 -3.531 0.62
C -1.860 2.257 -3.765 -0.56
C -0.682 3.140 -4.156 -1.05
Se 0.931 2.799 -3.083 0.15
C 0.778 4.242 -1.777 -0.80
H -3.664 -0.146 -3.595 0.39
H -2.643 -1.586 -3.910 0.25
H -2.885 -0.359 -5.184 0.49
H -2.316 2.579 -2.828 0.33
H -2.629 2.254 -4.540 0.55
H -0.923 4.196 -4.056 0.49
H -0.387 2.952 -5.186 0.44
H 0.684 5.192 -2.296 0.45
H 1.698 4.247 -1.197 0.36
H -0.080 4.072 -1.130 0.01
S 1.199 -3.848 -3.488 -0.15
C 0.805 -2.187 -3.334 -0.49
N -0.193 -1.895 -2.559 0.48
C -0.734 -3.040 -1.995 -0.85
C -1.806 -3.093 -1.102 0.09
C -2.237 -4.329 -0.664 -0.64
C -1.613 -5.506 -1.091 -0.78
C -0.537 -5.471 -1.957 -0.58
C -0.102 -4.227 -2.400 0.99
H 1.362 -1.427 -3.870 0.44
H -2.272 -2.176 -0.758 0.18
H -3.075 -4.384 0.018 0.45
H -1.976 -6.462 -0.739 0.46
H -0.055 -6.382 -2.286 0.49
N 0.102 -3.571 1.584 0.30
C -0.364 -2.378 1.876 -0.33
O -0.125 -1.314 1.248 0.27
C -1.299 -2.317 3.059 -1.36
I -3.317 -2.511 2.352 0.07
H 0.863 -3.746 0.922 -0.12
H -0.131 -4.349 2.180 0.23
H -1.223 -1.357 3.556 0.30
H -1.136 -3.123 3.767 0.67
C -0.918 4.632 2.096 -0.75
N -1.491 3.942 3.279 0.05
C -2.893 4.381 3.528 -0.83
C -1.346 2.436 3.185 -1.52
C -2.129 1.807 2.064 0.89
C -3.474 1.445 2.254 -0.44
C -4.212 0.856 1.243 -1.14
C -3.639 0.580 0.009 -0.62
C -2.297 0.907 -0.197 1.53
C -1.627 1.493 0.823 -0.14
H -1.013 5.709 2.215 0.39
H -1.466 4.321 1.209 0.37
H 0.133 4.372 1.992 0.23
H -0.948 4.229 4.095 0.36
H -3.506 4.151 2.661 0.41
H -2.912 5.454 3.705 0.36
H -3.292 3.877 4.405 0.36
H -1.688 2.032 4.137 0.63
H -0.284 2.219 3.073 -0.04
H -3.930 1.610 3.224 0.52
H -5.244 0.587 1.425 0.48
H -4.219 0.108 -0.774 0.44
H -1.820 0.661 -1.149 -0.42
```

**E_tot**: -7564.53433 Eh
**LUMO energy (alpha / beta)**: -8.6 / -10.7 eV
**Orbital gap (alpha / beta)**: 6.72 / 4.63 eV
**Total charge**: +3
**Energy relative to the best compared isomer or geometry (same formula, charge and spin)**: 110.8 kcal/mol
**Molar mass**: 1104.824 g mol⁻¹

=====

DFT (wB97M-V/def2-TZVPD) results for C34H40N4O2P2Tc as an isolated structure in a non-equilibrium geometry.

Geometry as XYZ:
```
83
Properties=species:S:1:pos:R:3:mulliken_charge:R:1
Tc 1.878 -2.611 0.180 0.13
C 3.716 -2.885 -0.422 -0.77
C 2.972 -2.072 -1.388 0.60
C 2.445 -2.732 -2.650 -1.32
C 1.352 -3.784 -2.375 -1.00
C 0.648 -3.535 -1.062 0.93
C 0.990 -4.343 0.101 -0.99
C 2.305 -5.052 0.147 -0.97
C 3.590 -4.384 -0.438 -0.88
C -2.500 -0.279 0.918 -1.72
H 4.643 -2.477 -0.046 0.59
H 3.284 -1.033 -1.560 0.35
H 3.247 -3.179 -3.258 0.45
H 2.012 -1.950 -3.290 0.34
H 0.609 -3.724 -3.180 0.52
H 1.726 -4.819 -2.427 0.28
H -0.402 -3.228 -1.144 -0.18
H 0.208 -4.719 0.749 0.57
H 2.176 -5.982 -0.410 0.37
H 2.533 -5.389 1.166 0.41
H 4.427 -4.746 0.173 0.39
H 3.777 -4.754 -1.452 0.28
H -1.587 -0.745 1.307 0.40
H -3.386 -0.819 1.281 0.67
H -2.528 0.775 1.229 0.45
P -2.451 -0.326 -0.842 0.99
P 1.152 1.721 -0.140 0.53
N -3.006 -1.895 -1.224 0.80
N -3.749 0.598 -1.438 0.54
N 2.633 1.031 0.539 1.36
N 1.666 3.305 -0.313 0.42
C -0.842 -0.006 -1.615 0.64
C -0.018 1.336 -1.516 -0.78
C -2.939 -3.010 -0.377 -0.72
C -3.510 -4.090 -1.025 -0.63
C -3.969 -3.632 -2.304 -0.79
C -3.647 -2.292 -2.413 -0.46
C -5.100 0.491 -1.020 -0.52
C -5.870 1.347 -1.791 -0.59
C -4.996 1.971 -2.740 -0.73
C -3.721 1.492 -2.514 -0.44
C 2.817 0.483 1.832 -0.74
C 4.146 0.138 2.012 -0.61
C 4.832 0.431 0.792 -0.89
C 3.905 0.967 -0.092 -0.77
C 2.857 3.921 0.130 -0.37
C 2.679 5.298 0.077 -0.66
C 1.322 5.540 -0.313 -0.66
C 0.730 4.326 -0.586 -0.48
H -1.055 -0.143 -2.686 0.71
H -0.199 -0.844 -1.318 -1.42
H 0.613 1.361 -2.426 0.64
H -0.712 2.198 -1.598 0.12
H -2.568 -2.916 0.630 0.45
H -3.601 -5.088 -0.621 0.49
H -4.500 -4.220 -3.042 0.49
H -3.874 -1.573 -3.189 0.45
H -5.387 -0.195 -0.235 0.44
H -6.943 1.505 -1.705 0.47
H -5.291 2.679 -3.513 0.46
H -2.781 1.694 -3.019 0.46
H 1.996 0.398 2.516 0.53
H 4.577 -0.286 2.914 0.50
H 5.880 0.227 0.595 0.49
H 4.036 1.293 -1.117 0.62
H 3.693 3.341 0.464 0.45
H 3.436 6.031 0.303 0.46
H 0.834 6.505 -0.328 0.48
H -0.247 4.090 -0.990 0.41
O -0.021 0.204 2.580 -0.52
C -0.104 1.397 2.340 0.26
O 0.096 1.900 1.041 0.36
C -0.503 2.450 3.275 0.22
C -1.025 3.645 2.764 -0.04
C -1.422 4.658 3.637 -0.87
C -1.328 4.473 5.019 -0.44
C -0.847 3.258 5.529 -0.77
C -0.412 2.251 4.665 -0.39
H -1.133 3.746 1.689 0.36
H -1.797 5.592 3.221 0.42
H -1.647 5.271 5.693 0.42
H -0.803 3.115 6.608 0.43
H -0.018 1.302 5.035 0.47
```

**E_tot**: -2451.82935 Eh
**Spin multiplicity**: 4
**LUMO energy (alpha / beta)**: -6.3 / -6.4 eV
**Orbital gap (alpha / beta)**: 4.79 / 6.32 eV
**Total charge**: +2
**Energy relative to the best compared isomer or geometry (same formula, charge and spin)**: 34.2 kcal/mol
**Molar mass**: 696.668 g mol⁻¹